No. 1
C5H10N2O2 | the ωB97M-V functional and the def2-TZVPD basis

Geometry as ORCA input:
```
! RIJCOSX wB97M-V def2-TZVPD def2/J DEFGRID3
* xyz 0 1
C 2.27 -0.71 -0.91
C 1.96 0.23 0.23
C 1.02 1.45 -0.27
C -0.85 -1.26 -0.31
C -2.20 0.49 0.09
H 2.86 -1.68 -0.56
H 2.61 -0.21 -1.75
H 1.39 -1.25 -1.35
H 2.91 0.89 0.39
H 1.70 -0.01 2.28
H 1.34 2.33 -0.81
H -0.37 -1.35 -1.38
H -0.38 -1.92 0.53
H -1.98 -1.32 -0.56
H -2.38 1.65 0.30
N -0.24 1.33 -0.11
N -0.83 0.17 0.03
O 1.46 -0.67 1.28
O -3.14 -0.43 0.03
*
```

HOMO-LUMO gap = 8.93 eV
LUMO energy = 0.2883 eV
Highest occupied orbital energy = -8.641 eV
Energy relative to the best compared isomer or geometry (same formula, charge and spin) = 700.14 kJ/mol

=====

No. 2
C5H10N2O2P | the ωB97M-V functional and the def2-TZVPD basis

Geometry as ORCA input:
```
! RIJCOSX wB97M-V def2-TZVPD def2/J DEFGRID3
* xyz 1 1
O -4.49 -0.46 1.10
C -3.41 -0.70 0.78
N -2.29 -1.00 0.40
C -1.34 -0.02 -0.01
C -0.65 0.82 1.10
C 0.86 0.53 0.96
C 0.96 0.21 -0.53
P 2.61 -0.17 -1.25
O 3.55 0.87 -0.82
N -0.18 -0.79 -0.62
H -1.74 0.61 -0.80
H -1.05 0.60 2.08
H -0.85 1.87 0.88
H 1.51 1.36 1.23
H 1.12 -0.35 1.54
H 0.59 1.09 -1.07
H 2.31 -0.24 -2.62
H 2.86 -1.49 -0.85
H -0.37 -1.19 -1.54
H 0.00 -1.56 0.03
*
```

HOMO-LUMO gap = 11.08 eV
LUMO energy = -3.6738 eV
Structure (SMILES) = O=C=N[C@H]1CC[C@@H]([PH2]=O)[NH2+]1
Highest occupied orbital energy = -14.749 eV
Energy relative to the best compared isomer or geometry (same formula, charge and spin) = 0.00 kJ/mol

=====

No. 3
C5H10N2O3 | the ωB97M-V functional and the def2-TZVPD basis

Geometry as ORCA input:
```
! RIJCOSX wB97M-V def2-TZVPD def2/J DEFGRID3
* xyz 0 1
C -1.71 1.87 0.44
C -1.03 0.54 0.22
N 0.16 0.48 -0.50
C 1.28 0.02 0.05
O 1.16 -0.76 1.04
C 2.62 0.34 -0.65
N 3.84 -0.17 -0.08
C -2.08 -0.49 -0.15
O -3.24 -0.37 -0.42
O -1.52 -1.74 -0.12
H -2.09 1.77 1.48
H -1.05 2.73 0.36
H -2.40 2.11 -0.36
H -0.76 0.25 1.18
H 0.41 1.02 -1.34
H 2.54 0.14 -1.70
H 2.67 1.48 -0.54
H 4.08 0.33 0.78
H 3.62 -1.14 0.37
H -0.64 -1.56 0.26
*
```

HOMO-LUMO gap = 10.54 eV
LUMO energy = 0.4222 eV
Structure (SMILES) = C[C@H](NC(=O)CN)C(=O)O
Highest occupied orbital energy = -10.119 eV
Energy relative to the best compared isomer or geometry (same formula, charge and spin) = 135.96 kJ/mol

=====

No. 4
C5H10N2O3 | the ωB97M-V functional and the def2-TZVPD basis

Geometry as ORCA input:
```
! RIJCOSX wB97M-V def2-TZVPD def2/J DEFGRID3
* xyz 0 1
N -1.62 0.52 2.53
C -0.73 -0.11 1.70
O -0.75 -1.32 1.64
C 0.19 0.79 0.91
C 1.24 0.15 0.08
C 0.85 -0.26 -1.37
N 0.78 0.85 -2.31
C -0.51 -1.08 -1.58
O -1.11 -0.86 -2.60
O -0.82 -2.13 -0.76
H -2.12 -0.16 3.08
H -1.29 1.37 2.96
H -0.53 1.40 0.34
H 0.68 1.49 1.59
H 2.13 0.88 0.04
H 1.63 -0.75 0.54
H 1.63 -1.11 -1.72
H 0.37 0.66 -3.20
H 0.36 1.72 -1.97
H -0.35 -2.05 0.12
*
```

HOMO-LUMO gap = 9.54 eV
LUMO energy = 0.4546 eV
Structure (SMILES) = NC(=O)CC[C@H](N)C(=O)O
Highest occupied orbital energy = -9.083 eV
Energy relative to the best compared isomer or geometry (same formula, charge and spin) = 86.16 kJ/mol

=====

No. 5
C5H10N2O4 | the ωB97M-V functional and the def2-TZVPD basis

Geometry as ORCA input:
```
! RIJCOSX wB97M-V def2-TZVPD def2/J DEFGRID3
* xyz 0 1
N 2.69 0.05 -0.97
C 2.45 -0.16 0.59
C 1.03 0.20 0.73
O 0.46 0.56 1.79
N 0.34 -0.04 -0.40
C -1.12 -0.07 -0.48
C -1.78 -1.28 0.39
O -3.10 -1.42 -0.06
C -1.89 1.20 -0.10
O -3.07 1.22 0.21
O -1.11 2.34 -0.13
H 3.12 1.06 -0.95
H 3.52 -0.58 -1.15
H 2.55 -1.42 0.66
H 3.17 0.32 1.34
H 0.82 -0.11 -1.31
H -1.44 -0.13 -1.54
H -1.61 -1.08 1.43
H -1.42 -2.24 0.09
H -3.51 -0.57 0.08
H -0.13 2.15 -0.20
*
```

HOMO-LUMO gap = 9.72 eV
LUMO energy = 0.1053 eV
Structure (SMILES) = NCC(=O)N[C@@H](CO)C(=O)O
Highest occupied orbital energy = -9.613 eV
Energy relative to the best compared isomer or geometry (same formula, charge and spin) = 173.98 kJ/mol

=====

No. 6
C5H10N2S | the ωB97M-V functional and the def2-TZVPD basis

Geometry as ORCA input:
```
! RIJCOSX wB97M-V def2-TZVPD def2/J DEFGRID3
* xyz 0 1
H -3.59 -0.14 1.24
N -2.82 -0.09 0.54
N -1.65 -0.54 0.82
C -0.61 -0.37 -0.10
C 0.35 -1.66 0.09
C 1.71 -1.16 -0.38
S 1.97 0.30 0.69
C 0.31 0.93 0.52
C 0.26 2.10 -0.52
H -1.01 -0.31 -1.08
H -0.04 -2.57 -0.49
H 0.29 -1.88 1.08
H 2.52 -1.88 -0.18
H 1.76 -0.89 -1.44
H -0.19 1.16 1.41
H 0.83 1.76 -1.50
H 0.76 2.99 0.01
H -0.86 2.24 -0.69
*
```

HOMO-LUMO gap = 9.23 eV
LUMO energy = 0.5803 eV
Structure (SMILES) = [H]/N=N/[C@@H]1CCS[C@H]1C
Highest occupied orbital energy = -8.650 eV
Energy relative to the best compared isomer or geometry (same formula, charge and spin) = 283.42 kJ/mol

=====

No. 7
C5H10N2S | the ωB97M-V functional and the def2-TZVPD basis

Geometry as ORCA input:
```
! RIJCOSX wB97M-V def2-TZVPD def2/J DEFGRID3
* xyz 0 1
C -1.40 -2.04 -0.81
N -0.49 -1.53 0.09
N -0.67 -0.14 0.33
C -0.59 0.01 1.77
C 0.72 -0.06 2.41
C 0.14 0.62 -0.52
C 0.05 2.14 0.18
S 1.06 0.28 -1.96
H -1.47 -3.21 -0.89
H -2.04 -1.35 -1.44
H -0.97 1.00 1.93
H -1.14 -0.81 2.18
H 1.31 0.94 2.14
H 0.59 0.25 3.54
H 1.45 -1.12 2.40
H 0.77 2.63 -0.59
H 0.26 2.34 1.26
H -1.06 2.53 -0.36
*
```

HOMO-LUMO gap = 8.80 eV
LUMO energy = 0.3347 eV
Structure (SMILES) = C=NN(CC)C(C)=S
Highest occupied orbital energy = -8.470 eV
Energy relative to the best compared isomer or geometry (same formula, charge and spin) = 535.83 kJ/mol

=====

No. 8
C5H10N3 | the ωB97M-V functional and the def2-TZVPD basis

Geometry as ORCA input:
```
! RIJCOSX wB97M-V def2-TZVPD def2/J DEFGRID3
* xyz 1 1
C -2.54 -0.68 0.08
C -1.17 0.01 0.09
N -0.06 -0.69 0.39
C 1.35 -0.12 0.51
C 2.37 -0.83 -0.41
N 1.28 1.37 0.23
C 0.23 1.97 -0.14
N -1.05 1.30 -0.21
H -3.30 -0.05 -0.44
H -2.88 -0.92 1.16
H -2.31 -1.61 -0.39
H 0.03 -1.68 0.52
H 1.49 -0.06 1.60
H 2.22 -1.81 -0.36
H 2.30 -0.67 -1.41
H 3.32 -0.42 -0.20
H 0.40 2.95 -0.36
H -1.67 1.94 -0.66
*
```

HOMO-LUMO gap = 10.30 eV
LUMO energy = -4.0817 eV
Structure (SMILES) = CC1=[NH+][C@@H](C)N=CN1
Highest occupied orbital energy = -14.381 eV
Energy relative to the best compared isomer or geometry (same formula, charge and spin) = 182.46 kJ/mol

=====

No. 9
C5H10N3 | the ωB97M-V functional and the def2-TZVPD basis

Geometry as ORCA input:
```
! RIJCOSX wB97M-V def2-TZVPD def2/J DEFGRID3
* xyz 1 1
C -1.65 -1.27 -0.07
N -2.22 -0.18 -0.42
C -1.47 1.01 -0.15
C -0.33 0.63 0.77
N 0.98 0.90 0.11
C 1.25 -0.38 -0.83
N 0.91 -1.33 0.05
C -0.31 -1.13 0.71
H -2.01 -2.29 -0.20
H -2.13 1.91 0.29
H -1.16 1.52 -1.06
H -0.23 1.10 1.69
H 1.83 0.99 0.65
H 1.08 1.80 -0.45
H 2.35 -0.20 -0.97
H 0.53 -0.39 -1.64
H 1.57 -2.05 0.36
H -0.23 -1.67 1.74
*
```

HOMO-LUMO gap = 9.96 eV
LUMO energy = -3.4738 eV
Structure (SMILES) = C1=NC[C@@H]2[NH2+]CN[C@H]12
Highest occupied orbital energy = -13.437 eV
Energy relative to the best compared isomer or geometry (same formula, charge and spin) = 300.21 kJ/mol

=====

No. 10
C5H10N3 | the ωB97M-V functional and the def2-TZVPD basis

Geometry as ORCA input:
```
! RIJCOSX wB97M-V def2-TZVPD def2/J DEFGRID3
* xyz 1 1
C -0.05 -2.71 -0.53
C 1.51 -1.53 0.37
C 2.53 -1.16 1.17
C -0.95 -0.84 -2.11
C -0.01 1.89 1.25
N 0.77 -2.72 0.47
N -0.02 -1.43 -1.11
N 0.94 -0.71 -0.56
H -0.94 -3.19 -0.75
H 2.93 -0.09 1.00
H 2.97 -1.72 2.05
H -1.75 -1.50 -2.27
H -1.34 0.04 -1.57
H -0.39 -0.59 -2.98
H -0.29 0.87 1.26
H -0.87 2.51 0.73
H 0.85 1.84 0.66
H 0.28 2.41 2.26
*
```

HOMO-LUMO gap = 8.71 eV
LUMO energy = -7.1148 eV
Highest occupied orbital energy = -15.825 eV
Energy relative to the best compared isomer or geometry (same formula, charge and spin) = 425.78 kJ/mol

=====

No. 11
C5H10N3 | the ωB97M-V functional and the def2-TZVPD basis

Geometry as ORCA input:
```
! RIJCOSX wB97M-V def2-TZVPD def2/J DEFGRID3
* xyz 1 1
C 1.34 -0.38 0.06
C 1.08 1.14 -0.22
C -0.28 1.43 0.40
C 2.78 -0.82 -0.01
C -3.00 -1.03 -0.14
N 0.41 -1.13 0.38
N -2.32 0.18 -0.14
N -1.17 0.36 0.21
H 1.95 1.84 -0.04
H 0.86 1.37 -1.39
H -0.27 1.30 1.56
H -0.66 2.52 0.09
H 3.40 0.03 0.15
H 2.78 -1.26 -1.04
H 2.94 -1.71 0.55
H -3.69 -1.08 0.73
H -2.41 -1.94 -0.21
H -3.75 -0.82 -0.94
*
```

HOMO-LUMO gap (spin up / spin down) = 7.99 / 8.94 eV
LUMO energy (spin up / spin down) = -5.8985 / -5.3027 eV
Highest occupied orbital energy (spin up / spin down) = -13.893 / -14.240 eV
Energy relative to the best compared isomer or geometry (same formula, charge and spin) = 583.59 kJ/mol

=====

No. 12
C5H10N3 | the ωB97M-V functional and the def2-TZVPD basis

Geometry as ORCA input:
```
! RIJCOSX wB97M-V def2-TZVPD def2/J DEFGRID3
* xyz 1 3
C 1.80 -0.74 0.36
C 0.57 -1.32 -1.48
C 0.58 -0.36 1.18
C -0.46 0.29 0.21
C -0.19 1.72 -0.17
N 1.74 -1.23 -0.78
N -0.42 -0.57 -1.11
N -1.76 0.20 0.70
H 2.79 -0.54 0.88
H 0.54 -2.00 -2.25
H 0.07 -1.28 1.67
H 0.88 0.39 1.92
H 0.48 1.72 -1.00
H 0.24 2.27 0.62
H -1.18 2.17 -0.37
H -1.18 -0.53 -1.84
H -2.38 0.11 -0.09
H -2.13 -0.28 1.53
*
```

HOMO-LUMO gap (spin up / spin down) = 8.53 / 5.34 eV
Expectation value of S² = 2.01
LUMO energy (spin up / spin down) = -3.1521 / -8.4568 eV
Highest occupied orbital energy (spin up / spin down) = -11.680 / -13.793 eV
Energy relative to the best compared isomer or geometry (same formula, charge and spin) = 151.56 kJ/mol

=====

No. 13
C5H10N3O2 | the ωB97M-V functional and the def2-TZVPD basis

Geometry as ORCA input:
```
! RIJCOSX wB97M-V def2-TZVPD def2/J DEFGRID3
* xyz 1 1
C 2.78 0.55 -0.70
C 1.74 -0.30 0.00
O 1.85 -1.19 0.79
N 0.51 0.13 -0.56
N -0.89 -0.80 -0.20
O -0.58 -2.11 -0.42
C -1.84 -0.30 -1.20
N -2.75 0.43 -0.77
C -2.71 0.41 0.68
C -1.50 -0.45 1.09
H 2.34 0.95 -1.66
H 2.91 1.55 -0.20
H 3.66 -0.07 -0.67
H 0.45 0.56 -1.46
H -0.44 -2.52 0.45
H -1.51 -0.52 -2.17
H -3.65 0.14 1.02
H -2.66 1.35 1.09
H -0.77 0.11 1.76
H -1.88 -1.33 1.70
*
```

HOMO-LUMO gap = 10.17 eV
LUMO energy = -4.5404 eV
Structure (SMILES) = CC(=O)N[N@+]1(O)C=NCC1
Highest occupied orbital energy = -14.709 eV
Energy relative to the best compared isomer or geometry (same formula, charge and spin) = 489.30 kJ/mol

=====

Number 1: total energy -456.2875 a.u.. Number 2: total energy -797.6099 a.u.. Number 3: total energy -531.7532 a.u.. Number 4: total energy -531.7722 a.u.. Number 5: total energy -606.9632 a.u.. Number 6: total energy -704.1159 a.u.. Number 7: total energy -704.0197 a.u.. Number 8: total energy -360.5056 a.u.. Number 9: total energy -360.4608 a.u.. Number 10: total energy -360.4129 a.u.. Number 11: total energy -360.3528 a.u.. Number 12: total energy -360.3682 a.u.. Number 13: total energy -510.8555 a.u..